No. 1
Below is a molecular structure, C20H18F5HgO, with properties calculated with wB97M-V/def2-TZVPD.

Properties
* Kohn-Sham gap (spin up / spin down): 0.1722 / 0.1628 hartree
* HOMO level (spin up / spin down): -3.05 / -2.92 eV
* total charge: -1

Positions of all 45 atoms, in Å:
C (-3.88, 1.62, 0.50)
C (-3.29, 1.29, 1.71)
C (-1.92, 1.67, 1.68)
H (-3.79, 0.84, 2.58)
C (-1.61, 2.21, 0.41)
C (-2.86, 2.21, -0.37)
H (-3.08, 2.89, -1.20)
H (-4.91, 1.38, 0.19)
H (-1.25, 1.64, 2.52)
H (-0.60, 2.48, 0.07)
C (-1.21, -2.40, -0.14)
C (-2.53, -2.68, 0.38)
C (-3.47, -2.40, -0.61)
H (-2.74, -3.06, 1.37)
C (-2.74, -1.93, -1.80)
C (-1.32, -1.99, -1.46)
H (-0.48, -1.90, -2.16)
H (-0.29, -2.60, 0.41)
H (-4.56, -2.44, -0.54)
H (-3.14, -1.82, -2.82)
Hg (-2.88, 0.28, -1.60)
O (1.44, -0.63, 0.03)
C (1.78, 0.52, 0.65)
C (2.19, 1.42, -0.42)
H (1.13, 1.14, 1.32)
H (2.58, 0.07, 1.25)
H (1.79, 2.44, -0.33)
H (3.47, 3.26, -2.07)
C (3.75, 2.22, -2.24)
C (3.08, 1.16, -1.49)
C (3.51, -0.16, -1.83)
H (3.00, -0.97, -1.28)
C (4.53, -0.43, -2.73)
H (4.80, -1.46, -2.94)
C (5.19, 0.62, -3.40)
H (5.99, 0.42, -4.12)
C (4.80, 1.94, -3.13)
H (5.30, 2.75, -3.68)
F (0.08, -2.61, 2.86)
C (-0.29, -1.34, 3.12)
F (0.79, -0.56, 3.35)
C (-1.33, -1.27, 4.22)
F (-0.90, -1.87, 5.35)
F (-1.67, 0.01, 4.53)
F (-2.46, -1.95, 3.84)

No. 2
Below is a molecular structure, C18H9F2N2O4Ru, with properties calculated with wB97M-V/def2-TZVPD.

Properties
* multiplicity: 2
* energy above the lowest of the compared OMol25 structures with the same formula, charge and spin: 251.3 kJ/mol
* Kohn-Sham gap (spin up / spin down): 0.2201 / 0.2116 hartree
* HOMO level (spin up / spin down): -6.74 / -6.50 eV
* total charge: 0
* <S²>: 0.77

Positions of all 36 atoms, in Å:
Ru (-1.18, 0.40, 0.50)
O (0.44, 4.23, 0.21)
C (0.14, 3.05, 0.30)
O (-1.02, 2.52, 0.40)
C (1.27, 2.04, 0.31)
C (2.58, 2.41, 0.53)
C (3.55, 1.42, 0.63)
C (3.17, 0.09, 0.50)
C (1.84, -0.20, 0.27)
N (0.92, 0.75, 0.16)
C (0.15, -1.92, -0.69)
O (0.79, -2.73, -1.58)
O (-0.98, -1.59, -0.71)
H (2.81, 3.46, 0.64)
H (4.58, 1.68, 0.81)
H (3.90, -0.71, 0.59)
F (3.59, -4.21, -1.51)
C (2.84, -3.65, -0.56)
C (2.09, -2.45, -0.97)
C (1.39, -1.64, 0.16)
C (1.35, -2.29, 1.54)
C (2.04, -3.40, 1.69)
F (2.07, -4.05, 2.87)
C (2.82, -4.09, 0.67)
C (0.60, -1.62, 2.64)
C (0.94, -1.81, 3.98)
C (0.24, -1.16, 4.98)
C (-0.82, -0.34, 4.63)
C (-1.10, -0.20, 3.29)
N (-0.40, -0.80, 2.31)
H (2.65, -1.83, -1.66)
H (3.38, -4.97, 0.95)
H (1.77, -2.44, 4.25)
H (0.51, -1.30, 6.02)
H (-1.40, 0.19, 5.37)
H (-1.91, 0.43, 2.96)

No. 3
Below is 4 unconnected molecules or ions with the total composition C3H16NO3, with properties calculated with wB97M-V/def2-TZVPD.

Properties
* energy above the lowest of the compared OMol25 structures with the same formula, charge and spin: 50.1 kJ/mol
* Kohn-Sham gap: 0.4489 hartree
* HOMO level: -14.85 eV
* total charge: +1

Positions of all 23 atoms, in Å:
C (-2.34, 1.71, 0.95)
C (-1.57, 1.28, -0.27)
N (-0.41, 0.35, 0.08)
C (0.27, 0.09, -1.21)
H (-1.87, 2.53, 1.49)
H (-3.36, 2.02, 0.68)
H (-2.59, 0.90, 1.65)
H (-2.26, 0.78, -0.96)
H (-1.12, 2.13, -0.78)
H (-0.78, -0.51, 0.46)
H (0.25, 0.76, 0.75)
H (-0.22, -0.73, -1.74)
H (1.34, -0.14, -1.13)
H (0.29, 0.93, -1.91)
H (1.30, -2.56, -0.21)
H (0.87, -2.73, 1.23)
O (0.71, -2.17, 0.47)
H (1.97, 1.26, 2.71)
H (1.78, 2.39, 1.86)
O (1.67, 1.42, 1.80)
H (2.70, -2.99, -1.77)
H (1.63, -3.80, -2.25)
O (1.75, -2.90, -1.91)

No. 4
Below is a molecular structure, C3H3N3O7, with properties calculated with wB97M-V/def2-TZVPD.

Properties
* energy above the lowest of the compared OMol25 structures with the same formula, charge and spin: 93.8 kJ/mol
* Kohn-Sham gap (spin up / spin down): 0.2821 / 0.2821 hartree
* HOMO level (spin up / spin down): -9.84 / -9.84 eV
* total charge: 0

Positions of all 16 atoms, in Å:
C (0.33, -0.32, 0.18)
C (0.93, -1.54, -0.40)
C (-0.41, 0.39, -0.78)
N (-0.37, 0.14, -2.26)
N (-1.05, 1.61, -0.41)
N (0.05, 0.25, 3.07)
O (0.62, 0.08, 1.40)
O (-0.90, -0.86, -2.66)
O (0.19, 0.96, -2.86)
O (-1.66, 2.30, -1.21)
O (-0.97, 1.94, 0.81)
O (0.97, 0.46, 3.68)
O (-1.07, 0.12, 3.10)
H (1.87, -1.33, -0.95)
H (0.30, -1.88, -1.16)
H (1.16, -2.32, 0.45)

No. 5
Below is a molecular structure, C9H21ILaNO2P2, with properties calculated with wB97M-V/def2-TZVPD.

Properties
* Kohn-Sham gap (spin up / spin down): 0.2057 / 0.1501 hartree
* HOMO level (spin up / spin down): -15.55 / -15.46 eV
* total charge: +2

Positions of all 37 atoms, in Å:
C (-3.16, -1.42, -1.89)
I (-0.65, 1.33, -3.44)
H (-3.41, -2.22, -1.18)
H (-2.99, -1.72, -2.93)
H (-3.93, -0.63, -1.84)
La (-1.29, -0.32, -0.91)
P (1.17, -1.95, -1.54)
C (2.06, -1.54, -3.08)
C (2.56, -2.43, -0.45)
H (3.09, -3.29, -0.89)
H (1.27, -4.23, -2.36)
H (2.14, -2.67, 0.53)
H (0.09, -4.06, -1.02)
H (2.77, -0.73, -2.85)
H (3.20, -1.54, -0.36)
C (0.48, -3.60, -1.93)
H (2.58, -2.42, -3.50)
H (-0.34, -3.44, -2.64)
H (1.31, -1.13, -3.78)
P (-1.69, 1.85, 1.10)
C (-1.66, 3.58, 0.46)
C (-3.41, 1.68, 1.69)
H (-0.75, 1.11, 3.20)
H (-1.38, 2.81, 3.33)
H (0.20, 2.44, 2.50)
C (-0.82, 2.09, 2.71)
H (-3.53, 0.77, 2.30)
H (-3.68, 2.57, 2.28)
H (-2.26, 4.25, 1.10)
H (-2.07, 3.55, -0.56)
H (-4.07, 1.59, 0.81)
H (-0.62, 3.91, 0.40)
C (0.68, 1.38, -0.81)
O (1.55, 2.14, -0.88)
O (1.93, -0.12, 2.22)
C (0.97, -0.51, 1.63)
N (-0.03, -0.94, 1.08)

No. 6
Below is 2 unconnected molecules or ions with the total composition C2H2FNO2, with properties calculated with wB97M-V/def2-TZVPD.

Properties
* energy above the lowest of the compared OMol25 structures with the same formula, charge and spin: 313.6 kJ/mol
* Kohn-Sham gap: 0.4078 hartree
* HOMO level: -10.34 eV
* total charge: 0

Positions of all 8 atoms, in Å:
C (2.16, 0.06, 0.14)
C (-1.16, -0.70, -0.36)
N (-0.70, -0.25, 0.71)
O (2.93, 0.69, 0.62)
O (-0.09, 0.95, 0.77)
F (-1.83, -1.80, -0.34)
H (-0.09, 1.41, -0.12)
H (-1.22, -0.36, -1.42)

No. 7
Below is a molecular structure, C24H25AuF4N2Te, with properties calculated with wB97M-V/def2-TZVPD.

Properties
* energy above the lowest of the compared OMol25 structures with the same formula, charge and spin: 6.4 kJ/mol
* Kohn-Sham gap (spin up / spin down): 0.1454 / 0.1455 hartree
* HOMO level (spin up / spin down): -14.03 / -14.03 eV
* total charge: +2

Positions of all 57 atoms, in Å:
Au (0.33, 0.20, -0.60)
C (4.78, -0.31, -1.70)
C (3.42, -0.37, -1.02)
N (2.33, 0.36, -1.73)
C (2.12, -0.15, -3.12)
C (1.89, -1.65, -3.20)
C (2.52, 1.82, -1.78)
C (2.53, 2.41, -0.40)
N (1.29, 2.10, 0.30)
C (1.08, 2.55, 1.51)
C (-0.22, 2.31, 2.12)
F (-1.09, 1.53, 1.52)
C (-0.57, 2.89, 3.31)
F (-1.77, 2.66, 3.81)
C (0.34, 3.70, 3.99)
C (1.61, 3.93, 3.48)
F (2.46, 4.69, 4.14)
C (2.00, 3.37, 2.30)
F (3.22, 3.61, 1.86)
H (5.50, -0.84, -1.08)
H (5.15, 0.71, -1.83)
H (4.78, -0.80, -2.68)
H (3.49, 0.02, -0.01)
H (3.09, -1.40, -0.93)
H (2.99, 0.12, -3.72)
H (1.27, 0.40, -3.53)
H (2.79, -2.22, -2.97)
H (1.61, -1.90, -4.23)
H (1.09, -1.97, -2.54)
H (1.70, 2.24, -2.37)
H (3.45, 2.10, -2.27)
H (2.65, 3.50, -0.45)
H (3.38, 2.05, 0.17)
H (0.06, 4.14, 4.95)
Te (-1.58, -1.52, -1.15)
C (-3.44, -0.57, -0.98)
C (-4.34, -0.91, -1.98)
C (-5.62, -0.37, -1.95)
C (-5.98, 0.49, -0.93)
C (-5.08, 0.82, 0.07)
C (-3.79, 0.29, 0.05)
C (-1.50, -2.71, 0.59)
C (-2.14, -2.36, 1.77)
C (-2.06, -3.23, 2.85)
C (-1.35, -4.41, 2.75)
C (-0.71, -4.75, 1.57)
C (-0.79, -3.90, 0.47)
H (-4.06, -1.59, -2.78)
H (-6.32, -0.62, -2.73)
H (-6.98, 0.90, -0.90)
H (-5.37, 1.48, 0.87)
H (-3.09, 0.56, 0.83)
H (-2.72, -1.45, 1.85)
H (-2.57, -2.98, 3.77)
H (-1.30, -5.09, 3.60)
H (-0.16, -5.68, 1.48)
H (-0.32, -4.18, -0.46)

No. 8
Below is 2 unconnected molecules or ions with the total composition C3H10N2O, with properties calculated with wB97M-V/def2-TZVPD.

Properties
* energy above the lowest of the compared OMol25 structures with the same formula, charge and spin: 405.0 kJ/mol
* Kohn-Sham gap: 0.3233 hartree
* HOMO level: -8.76 eV
* total charge: 0

Positions of all 16 atoms, in Å:
C (1.10, -1.29, -1.49)
O (0.03, -0.39, -1.52)
H (-0.57, -0.32, -0.33)
H (1.84, -1.03, -0.71)
H (0.75, -2.31, -1.27)
H (1.61, -1.32, -2.46)
C (-0.85, -0.58, 2.00)
C (-0.06, 1.97, -0.39)
N (-0.24, 1.35, 0.85)
N (-0.75, 0.20, 0.78)
H (-1.90, -0.73, 2.25)
H (-0.34, -0.06, 2.81)
H (-0.39, -1.55, 1.83)
H (-0.98, 2.03, -0.99)
H (0.40, 1.05, -1.10)
H (0.35, 2.97, -0.26)